1.
{
  "formula": "C27H26FNO4S2",
  "method": "wB97M-V/def2-TZVPD",
  "e_tot_ha": -2296.281939,
  "charge": 0,
  "gap_ev": 4.60,
  "relative_energy_ev": 1.329,
  "elements": ["F", "C", "S", "O", "O", "C", "C", "C", "C", "C", "C", "S", "O", "O", "H", "H", "H", "H", "C", "C", "C", "C", "C", "N", "C", "C", "C", "C", "C", "C", "C", "C", "C", "C", "C", "C", "C", "C", "C", "H", "H", "H", "H", "H", "H", "H", "H", "H", "H", "H", "H", "H", "H", "H", "H", "H", "H", "H", "H", "H", "H"],
  "positions_angstrom": [[0.735303, -1.225052, -0.646478], [1.063943, -0.331992, -1.584290], [0.806115, -0.994101, -3.214354], [1.092324, -2.415883, -3.222060], [-0.433867, -0.476603, -3.756752], [2.200711, -0.155307, -3.985965], [3.093823, 0.452536, -3.120913], [4.223721, 1.109971, -3.611065], [4.452284, 1.127282, -4.987470], [3.560513, 0.494218, -5.859999], [2.432648, -0.159681, -5.361177], [2.694388, 0.365499, -1.373429], [2.638749, 1.732378, -0.894114], [3.542709, -0.607341, -0.711557], [4.905898, 1.588612, -2.909861], [5.333275, 1.635802, -5.375186], [3.738753, 0.504814, -6.934163], [1.728864, -0.673386, -6.013539], [-4.641882, -0.407220, 1.310991], [-3.873150, -1.541581, 0.631032], [-4.616093, -2.863283, 0.853962], [-3.715983, -1.327049, -0.872715], [-2.499202, -1.601649, 1.267317], [-2.136059, -2.655257, 2.018681], [-0.846890, -2.500064, 2.522214], [-0.353716, -1.272097, 2.055129], [0.973521, -0.951146, 2.317811], [1.737395, -1.810171, 3.121305], [1.215842, -3.030555, 3.586393], [-0.095797, -3.402257, 3.261299], [-1.418994, -0.662925, 1.241098], [-1.333119, 0.548846, 0.558169], [-0.524358, 1.659142, 0.959492], [-0.244333, 1.982785, 2.317619], [0.583916, 3.048438, 2.641753], [1.227586, 3.788547, 1.640006], [2.259660, 4.811355, 1.996304], [0.904522, 3.526321, 0.303324], [0.022143, 2.517174, -0.030397], [-4.104760, 0.546075, 1.238628], [-5.634070, -0.290798, 0.857000], [-4.779222, -0.646977, 2.374701], [-4.077706, -3.710496, 0.412825], [-4.803276, -3.058603, 1.915754], [-5.594536, -2.805630, 0.363456], [-3.044268, -2.089834, -1.291888], [-4.691506, -1.418503, -1.369715], [-3.305837, -0.344260, -1.114415], [-2.719373, -3.456777, 2.241626], [1.388312, -0.033212, 1.910437], [2.749503, -1.512236, 3.393447], [1.842495, -3.687093, 4.191582], [-0.541371, -4.351823, 3.557998], [-1.920554, 0.676789, -0.344605], [-0.700468, 1.378678, 3.104211], [0.766063, 3.304781, 3.688858], [2.553383, 5.384380, 1.112088], [1.895616, 5.502863, 2.766197], [3.158736, 4.325247, 2.398416], [1.367199, 4.137415, -0.473367], [-0.239523, 2.320893, -1.071651]],
  "atomic_forces_ev_per_a": [[0.0, -1.7, 1.4], [0.3, 2.2, -1.8], [1.3, 0.9, 1.6], [-0.7, 0.1, -0.4], [0.2, -0.6, -0.4], [-0.1, -0.2, -0.3], [0.2, 0.3, 0.0], [-0.2, -0.1, 0.0], [-0.1, -0.1, 0.2], [-0.2, -0.1, 0.2], [0.0, 0.2, 0.2], [-1.5, -1.6, -1.2], [0.6, -0.3, 0.2], [0.2, 0.7, 0.3], [-0.1, -0.1, -0.2], [-0.2, -0.1, 0.0], [0.0, 0.0, 0.3], [0.2, 0.2, 0.1], [-0.2, 0.2, 0.2], [0.3, -0.2, 0.3], [-0.2, 0.0, -0.1], [0.1, -0.1, -0.4], [0.1, -0.6, -0.4], [-0.3, 0.4, -0.1], [0.7, 0.2, -0.1], [-0.1, -0.3, 0.4], [0.3, -0.1, 0.4], [-0.4, 0.2, -0.3], [-0.4, 0.2, -0.2], [0.3, 0.1, 0.1], [0.3, 0.1, 0.2], [-0.2, -0.5, 0.4], [0.8, 1.0, 0.1], [0.0, -0.2, -0.2], [-0.2, -0.4, 0.0], [-0.3, -0.3, -0.3], [0.1, 0.2, 0.0], [-0.1, 0.4, 0.2], [-0.6, -0.3, 0.0], [-0.2, -0.2, 0.0], [0.2, 0.0, 0.1], [0.0, 0.2, -0.2], [-0.1, 0.1, 0.1], [0.0, 0.0, -0.1], [0.2, 0.0, 0.1], [-0.2, 0.3, 0.0], [0.2, 0.1, 0.2], [-0.1, -0.2, -0.1], [0.1, 0.4, -0.2], [0.1, -0.2, 0.2], [-0.2, -0.2, -0.2], [-0.2, 0.2, -0.2], [0.3, 0.2, 0.0], [0.0, 0.1, 0.1], [0.1, 0.2, -0.2], [-0.1, -0.2, -0.3], [0.0, 0.0, 0.2], [0.0, -0.1, -0.2], [-0.2, 0.0, -0.1], [-0.1, -0.3, 0.2], [0.3, 0.0, 0.3]]
}

2.
{
  "formula": "C5H5P",
  "method": "wB97M-V/def2-TZVPD",
  "e_tot_ha": -534.657612,
  "charge": 0,
  "smiles": "P#C[C@H]1[C@H]2C[C@@H]12",
  "gap_ev": 8.57,
  "relative_energy_ev": 3.597,
  "elements": ["P", "C", "C", "C", "C", "C", "H", "H", "H", "H", "H"],
  "positions_angstrom": [[2.869580, 0.257119, 0.685969], [1.599907, 0.912440, -0.009124], [0.414260, 0.592047, -0.676443], [-0.123003, -0.853555, -0.368686], [-0.680435, -0.476208, 0.934103], [-1.024222, 0.318746, -0.186454], [0.432458, 1.350305, -1.597731], [-0.104325, -1.793041, -0.937728], [-0.048706, 0.072064, 1.726228], [-1.618826, -1.060850, 1.268508], [-1.716687, 0.680933, -0.838641]],
  "atomic_forces_ev_per_a": [[-1.1, 2.0, -0.7], [3.2, -2.4, 2.9], [-1.9, 1.5, -2.4], [0.5, 1.0, -2.1], [-1.8, -0.7, 4.1], [3.5, 0.8, -1.3], [-0.6, -2.7, 0.8], [-0.3, 0.8, 0.3], [-1.0, -1.4, -0.9], [2.0, 0.5, 0.0], [-2.6, 0.6, -0.8]]
}

What is the charge in the first record?
0